C23H33CrF3O15S as an isolated structure in a non-equilibrium geometry, computed with ωB97M-V with the def2-TZVPD basis set.

Each line ends with the Löwdin spin population.
Cartesian coordinates (Å):
Cr (-0.32726, 3.45887, 0.14677)  3.2054
C (3.39920, 2.83979, -1.43552)  -0.0067
C (2.06481, 3.13575, -0.84253)  0.0000
O (1.01991, 3.40875, -1.48440)  -0.0578
O (1.77678, 2.94032, 0.38483)  -0.1951
H (4.21225, 3.19890, -0.80432)  -0.0009
H (3.52408, 3.44670, -2.33285)  -0.0020
H (3.46276, 1.76873, -1.60982)  0.0008
C (0.59665, -0.98411, -0.50530)  -0.0020
F (1.76458, -1.02781, 0.11423)  -0.0008
F (0.79312, -0.43307, -1.69597)  0.0001
F (0.05926, -2.16361, -0.60784)  -0.0005
S (-0.57708, 0.09576, 0.56317)  0.0037
O (-0.04022, 0.14051, 1.90230)  0.0048
O (-0.57199, 1.45046, -0.04812)  -0.0050
O (-1.83539, -0.61973, 0.42813)  -0.0096
O (-0.26468, 3.18275, 2.20614)  0.0239
C (0.55141, 3.22384, 3.09852)  0.0086
O (1.42035, 4.24626, 3.25532)  0.0043
C (2.13557, 4.05350, 4.49098)  0.0002
C (1.59168, 2.85514, 5.22624)  0.0000
C (0.78361, 2.14493, 4.19222)  0.0004
H (2.16254, 5.00619, 5.01810)  0.0001
H (3.19000, 3.89038, 4.24244)  0.0001
H (1.07484, 3.20082, 6.12492)  0.0000
H (2.36337, 2.22804, 5.67450)  0.0000
H (-0.12563, 1.71491, 4.59791)  0.0001
H (1.37332, 1.46603, 3.56904)  0.0002
O (-6.66979, 1.13619, -2.43470)  0.0000
C (-6.19707, 0.16126, -1.93264)  0.0000
O (-5.46339, 0.30121, -0.78983)  0.0000
C (-4.89738, -0.96375, -0.38256)  0.0000
C (-5.62808, -2.04353, -1.09847)  0.0000
C (-6.34239, -1.31007, -2.25376)  0.0000
H (-4.74324, -0.99084, 0.69423)  0.0000
H (-3.91295, -0.80546, -0.83908)  0.0000
H (-6.35797, -2.70041, -0.61973)  0.0000
H (-4.92893, -2.81593, -1.43057)  0.0000
H (-7.39241, -1.58394, -2.30073)  0.0000
H (-5.88323, -1.45616, -3.23310)  0.0000
O (-2.43706, 3.23867, 0.83910)  0.0218
C (-3.62415, 3.19412, 1.12081)  0.0034
O (-4.32010, 4.31372, 1.21856)  0.0014
C (-5.60150, 4.02783, 1.74855)  0.0002
C (-5.81549, 2.50584, 1.62306)  0.0001
C (-4.41442, 1.97436, 1.45424)  0.0006
H (-6.49117, 4.48802, 1.32886)  0.0000
H (-5.61598, 4.23163, 2.82642)  0.0000
H (-6.48769, 2.47580, 0.76464)  0.0000
H (-6.29540, 2.11992, 2.51755)  0.0000
H (-4.28910, 1.12439, 0.79364)  0.0000
H (-4.07718, 1.75619, 2.47652)  0.0001
O (2.94262, -4.26707, -6.38326)  0.0000
C (2.65263, -3.69897, -5.37974)  0.0000
O (1.39260, -3.82450, -4.86010)  0.0000
C (1.14372, -2.79420, -3.91460)  0.0000
C (2.52415, -2.27993, -3.51250)  0.0000
C (3.50347, -2.81978, -4.53995)  0.0000
H (0.56039, -2.97052, -3.01326)  0.0000
H (0.59885, -2.01344, -4.45837)  0.0000
H (2.82397, -2.65974, -2.52705)  0.0000
H (2.69095, -1.22533, -3.28321)  0.0000
H (4.31609, -3.41439, -4.12663)  0.0000
H (3.83592, -1.96596, -5.13054)  0.0000
O (5.60799, -4.54250, -2.07363)  0.0000
C (5.53616, -4.27310, -0.91599)  0.0000
O (6.56418, -4.50250, -0.05538)  0.0000
C (6.12431, -4.21989, 1.28567)  0.0000
C (5.06525, -3.12750, 1.02253)  0.0000
C (4.33822, -3.81637, -0.12077)  0.0000
H (6.83616, -3.75070, 1.96269)  0.0000
H (5.69100, -5.07300, 1.80624)  0.0000
H (5.61570, -2.20264, 0.85367)  0.0000
H (4.38799, -2.91341, 1.85287)  0.0000
H (3.67927, -3.14697, -0.66370)  0.0000
H (3.87667, -4.74567, 0.21497)  0.0000

Calculated values
net charge: +1
gap between HOMO and LUMO (spin up / spin down): 4.8 / 6.6 eV
energy: -102500.7930 eV
expectation value of S²: 3.9286
energy relative to the best compared isomer or geometry (same formula, charge and spin): 0.0 kcal per mole
spin multiplicity: 4



The molecule C6H5Cl3O in a non-equilibrium geometry, computed with ωB97M-V with the def2-TZVPD basis set.

Each line ends with the Löwdin spin population.
Cartesian coordinates (Å):
C (1.23642, 1.18932, 1.00401)  0.1104
C (1.66701, 0.58181, -0.27201)  0.0314
C (0.16087, 0.88394, 1.64155)  0.7344
C (1.03745, -0.41644, -0.94848)  -0.0318
C (-1.32056, -0.21190, -0.06433)  0.5239
C (-0.26106, -1.02492, -0.54058)  0.0793
O (-2.41401, -0.61266, 0.54604)  0.1271
Cl (-1.38343, 1.24139, -1.08112)  0.0886
Cl (-0.81163, -1.90938, -2.27158)  0.2129
Cl (-0.06041, -2.36773, 0.64324)  0.0079
H (2.06102, 1.77799, 1.54351)  0.0466
H (2.43471, 0.98940, -0.86747)  0.0014
H (-0.43296, 1.18232, 2.54298)  0.0485
H (1.34053, -0.75200, -1.85779)  -0.0019
H (-3.25395, -0.55114, -0.01799)  0.0210

Calculated values
net charge: 0
gap between HOMO and LUMO (spin up / spin down): 7.5 / 7.3 eV
energy: -45911.5074 eV
expectation value of S²: 2.0268
spin multiplicity: 3



C30H25N4PPbS3 as an isolated structure in a non-equilibrium geometry, computed with ωB97M-V with the def2-TZVPD basis set.

Each line ends with the Löwdin charge.
Cartesian coordinates (Å):
Pb (-14.27318, -12.28905, 6.80385)  1.0730
S (-12.34734, -14.23133, 7.24363)  0.4738
C (-11.31588, -13.02956, 6.60217)  -1.2314
N (-11.72582, -11.84755, 6.28361)  -0.1110
C (-10.67099, -11.02499, 5.88752)  -0.2957
C (-10.74198, -9.64825, 5.63485)  -0.0233
C (-9.58617, -8.89996, 5.49823)  -0.0903
C (-8.32500, -9.53805, 5.57567)  -0.0968
C (-8.23688, -10.91147, 5.74184)  -0.0874
C (-9.41284, -11.65917, 5.96433)  -0.4824
S (-9.65135, -13.30971, 6.33464)  1.0450
H (-11.71086, -9.15113, 5.53444)  0.1140
H (-9.54896, -7.84190, 5.27098)  0.0982
H (-7.47067, -8.88213, 5.40184)  0.1009
H (-7.30707, -11.47277, 5.69738)  0.1039
N (-15.95749, -14.74732, 8.15349)  0.0088
N (-17.27741, -14.93387, 7.75454)  -0.0980
C (-17.74647, -14.81461, 6.46847)  -0.9925
N (-19.06777, -14.81735, 6.37415)  0.0707
S (-16.77991, -14.64398, 5.16429)  0.5924
H (-15.54562, -15.58786, 8.54144)  0.0988
H (-15.82100, -13.98322, 8.76111)  0.0236
H (-17.92412, -14.91119, 8.51458)  0.1216
H (-19.57844, -15.25073, 7.15560)  0.1179
H (-19.43084, -14.86485, 5.41874)  0.1011
C (-21.20746, -11.87905, 9.97262)  -0.1001
C (-21.08862, -11.25379, 8.72755)  -0.0884
C (-19.86507, -10.99276, 8.13166)  -0.0901
C (-18.71694, -11.32226, 8.82098)  -0.3517
C (-18.83129, -12.00440, 10.03357)  -0.1285
C (-20.05172, -12.24179, 10.62459)  -0.1053
P (-16.97409, -11.18467, 8.16246)  1.0065
C (-17.09523, -10.12246, 6.70294)  -0.4163
C (-17.48134, -10.73286, 5.48870)  -0.0981
C (-17.64002, -9.87656, 4.35532)  -0.0670
C (-17.35916, -8.53770, 4.48538)  -0.0995
C (-17.05971, -7.94732, 5.70138)  -0.0807
C (-16.86341, -8.74461, 6.79505)  -0.0752
C (-16.14151, -10.11538, 9.30618)  -0.3592
C (-16.86626, -9.20198, 10.10864)  -0.0911
C (-16.27776, -8.39929, 11.07892)  -0.0768
C (-14.90644, -8.45957, 11.20040)  -0.0366
C (-14.11638, -9.37616, 10.47200)  -0.1607
C (-12.68281, -9.45201, 10.67054)  -0.0348
C (-11.92039, -10.44444, 10.09818)  -0.0712
C (-12.57567, -11.33242, 9.20127)  -0.1589
C (-13.92690, -11.21144, 8.81821)  -0.3167
C (-14.72148, -10.22787, 9.49038)  -0.2175
H (-22.18891, -12.25189, 10.31073)  0.1103
H (-21.96570, -11.00983, 8.09118)  0.1131
H (-19.83410, -10.48421, 7.18192)  0.1016
H (-17.96022, -12.39141, 10.51747)  0.0970
H (-20.22288, -12.85628, 11.54244)  0.1200
H (-17.50162, -11.85792, 5.44671)  0.0692
H (-17.90402, -10.29518, 3.39727)  0.1001
H (-17.35984, -7.90857, 3.61445)  0.1005
H (-16.87458, -6.90723, 5.64559)  0.0953
H (-16.47711, -8.29974, 7.72641)  0.1105
H (-17.93140, -9.17146, 10.02209)  0.0970
H (-16.88336, -7.75005, 11.68356)  0.1006
H (-14.40504, -7.72674, 11.85731)  0.1182
H (-12.22811, -8.71758, 11.34450)  0.1080
H (-10.86863, -10.55020, 10.34368)  0.1031
H (-11.96279, -12.16357, 8.80074)  0.0383

Calculated values
net charge: 0
gap between HOMO and LUMO: 7.7 eV
energy: -84518.1342 eV
energy relative to the best compared isomer or geometry (same formula, charge and spin): 7.1 kcal per mole
spin multiplicity: 1



What is the spin multiplicity in the second record?
3



What is the formula in the second record?
C6H5Cl3O



Among the records above, which one has the lowest energy?
C23H33CrF3O15S